1.
This record from OMol25 describes C33H39BF5N11S4SbSe4Tc as an isolated structure. The level of theory is ωB97M-V/def2-TZVPD.

Positions of all 99 atoms, in Å:
1 Sb -4.722 4.576 -1.571
2 Tc -0.834 0.263 -0.409
3 Se -2.576 1.847 0.243
4 Se -4.033 5.656 0.369
5 Se -4.172 2.085 -1.469
6 Se -5.661 4.897 -3.665
7 S -1.088 3.458 0.111
8 S -1.002 -0.258 2.072
9 S 0.197 -2.930 -0.813
10 S 1.265 -1.211 -0.463
11 F -0.291 -6.445 -4.266
12 F 2.055 -5.926 -5.521
13 F 3.645 -3.929 -4.627
14 F 2.974 -2.482 -2.540
15 F -1.017 -4.995 -2.129
16 N -4.320 -2.138 -0.659
17 N 2.018 0.062 1.756
18 N -1.112 1.795 3.986
19 N 0.667 2.855 -1.905
20 N -2.464 -1.070 -0.584
21 N -1.308 -0.808 -5.193
22 N 2.703 -2.016 1.955
23 N 0.483 1.936 2.517
24 N -0.982 -0.057 -2.496
25 N -4.051 -1.866 -1.958
26 N 1.026 1.626 -0.050
27 C 0.505 -5.483 -3.826
28 C -2.921 -1.221 -1.862
29 C 0.611 3.032 3.360
30 C -0.042 0.167 -3.426
31 C 1.697 -5.219 -4.467
32 C 0.151 -4.732 -2.731
33 C 2.142 -3.464 -2.898
34 C -2.527 2.313 5.950
35 C 2.029 -1.146 1.168
36 C 0.130 3.834 -2.940
37 C 0.975 3.715 -4.210
38 C -3.547 1.263 3.951
39 C 0.241 5.264 -2.412
40 C -1.952 -0.043 5.407
41 C 2.752 -4.140 0.561
42 C 2.685 -0.053 2.958
43 C -2.222 -1.080 -4.267
44 C 2.493 -4.237 3.026
45 C -0.204 -0.213 -4.746
46 C 0.955 -3.717 -2.224
47 C -0.371 2.950 4.269
48 C 1.929 2.312 -1.987
49 C -1.307 3.481 -3.288
50 C 0.077 2.394 -0.728
51 C 3.147 -3.488 1.867
52 C -2.052 -0.741 -2.935
53 C 2.508 -4.204 -4.004
54 C 2.153 1.555 -0.915
55 C -2.293 1.321 4.816
56 C -0.571 1.196 2.903
57 C -3.382 -1.660 0.159
58 C 4.673 -3.499 1.975
59 C 3.086 -1.324 3.092
60 B 1.495 1.556 1.446
61 H -3.378 1.957 6.531
62 H -0.481 5.469 -1.621
63 H -1.762 -0.785 4.630
64 H 5.040 -3.079 2.910
65 H 0.857 0.654 -3.097
66 H 0.506 4.323 -4.982
67 H 2.592 2.499 -2.818
68 H 1.684 -4.336 0.512
69 H 3.624 -1.795 3.895
70 H -0.606 3.609 5.088
71 H -3.448 0.535 3.148
72 H 2.691 -5.304 2.911
73 H -1.070 0.027 6.050
74 H -1.948 3.564 -2.416
75 H 3.267 -5.101 0.511
76 H 1.391 3.767 3.234
77 H -3.383 -1.751 1.237
78 H 2.883 -3.931 3.998
79 H 5.124 -2.950 1.145
80 H 1.017 2.686 -4.578
81 H 2.819 0.791 3.616
82 H -3.763 2.241 3.518
83 H -2.774 3.310 5.580
84 H 0.047 5.964 -3.230
85 H -5.159 -2.641 -0.420
86 H -1.667 4.174 -4.051
87 H -1.672 2.378 6.627
88 H -4.390 0.972 4.582
89 H -3.125 -1.598 -4.576
90 H 0.586 -0.025 -5.466
91 H 2.450 2.283 1.570
92 H -1.394 2.464 -3.681
93 H 3.076 -3.551 -0.296
94 H 5.014 -4.533 1.924
95 H 3.051 1.023 -0.642
96 H -2.791 -0.390 6.014
97 H 1.248 5.458 -2.034
98 H 1.411 -4.086 3.019
99 H 1.990 4.094 -4.076

charge: +2
spin multiplicity: 1
Kohn-Sham gap: 6.48 eV
LUMO level: -5.8 eV
relative energy (zero: lowest compared OMol25 entry of this formula, charge and spin): 0.000 eV

Mulliken population analysis, charges in e, atoms 1 to 6:
1 Sb 0.868
2 Tc 0.800
3 Se 0.260
4 Se -0.325
5 Se -0.335
6 Se -0.354

=====

2.
This record from OMol25 describes one molecule with the formula C3H3N3S. The level of theory is ωB97M-V/def2-TZVPD.

Positions of all 10 atoms, in Å:
1 S -2.235 0.961 0.375
2 N 0.323 -0.387 1.947
3 N -0.778 -0.859 -1.121
4 N 1.598 1.476 -0.638
5 C 0.891 1.076 0.204
6 C 0.118 0.182 0.861
7 C -1.035 -0.073 -0.201
8 H -1.565 -1.051 -1.650
9 H 2.210 1.936 -1.274
10 H -0.254 -1.255 2.000

charge: 0
spin multiplicity: 1
Kohn-Sham gap (alpha / beta): 6.64 / 6.63 eV
LUMO level (alpha / beta): -1.4 / -1.4 eV
relative energy (zero: lowest compared OMol25 entry of this formula, charge and spin): 4.180 eV

Mulliken population analysis, charges in e, atoms 1 to 6:
1 S -0.317
2 N -0.639
3 N -0.639
4 N -0.114
5 C 0.362
6 C 0.216

=====

3.
This record from OMol25 describes C6H6EuO5 as an isolated structure. The level of theory is ωB97M-V/def2-TZVPD.

Positions of all 18 atoms, in Å:
1 Eu 0.032 0.202 1.783
2 O 0.401 -2.263 2.528
3 O 3.335 1.244 0.060
4 O -0.068 3.577 -0.677
5 O -3.570 0.883 0.278
6 O -0.247 3.456 3.616
7 C -0.052 2.619 -0.049
8 C -0.030 2.481 3.033
9 C 2.304 1.123 0.551
10 C -2.502 0.841 0.690
11 C -0.118 -0.805 -3.113
12 C -0.105 -2.035 -2.603
13 H -1.025 -2.531 -2.287
14 H 0.834 -2.910 1.940
15 H 0.808 -0.281 -3.374
16 H -1.058 -0.251 -3.265
17 H 0.829 -2.577 -2.456
18 H 0.232 -2.772 3.345

charge: +2
spin multiplicity: 8
Kohn-Sham gap (alpha / beta): 7.05 / 7.20 eV
LUMO level (alpha / beta): -8.8 / -8.7 eV
relative energy (zero: lowest compared OMol25 entry of this formula, charge and spin): 0.000 eV

Mulliken population analysis, charges in e, atoms 1 to 6:
1 Eu 1.628
2 O -0.606
3 O 0.000
4 O -0.061
5 O 0.008
6 O -0.008

=====

4.
This record from OMol25 describes a 4-piece molecular cluster, H9NO3 overall. The level of theory is ωB97M-V/def2-TZVPD.

Positions of all 13 atoms, in Å:
1 O 3.178 3.768 0.827
2 O -0.465 3.952 3.682
3 O -0.635 -3.761 -0.741
4 N -2.154 -3.936 -3.607
5 H 4.000 3.247 0.783
6 H -3.036 -4.078 -3.116
7 H 0.201 -3.334 -0.469
8 H -2.592 -3.428 -4.370
9 H -1.873 -4.852 -3.952
10 H -0.327 3.097 4.066
11 H -1.030 -3.348 -1.514
12 H -0.867 3.806 2.851
13 H 3.331 4.685 0.605

charge: 0
spin multiplicity: 1
Kohn-Sham gap: 11.84 eV
LUMO level: 1.0 eV
SMILES string: N.O.O.O
relative energy (zero: lowest compared OMol25 entry of this formula, charge and spin): 0.793 eV

Mulliken population analysis, charges in e, atoms 1 to 6:
1 O -0.642
2 O -0.626
3 O -0.683
4 N -0.696
5 H 0.322
6 H 0.243

=====

5.
This record from OMol25 describes a 6-piece molecular cluster, C27H50ClN6O9S2 overall. The level of theory is ωB97M-V/def2-TZVPD.

Positions of all 95 atoms, in Å:
1 Cl 4.955 -1.422 -4.778
2 S -1.919 4.836 -1.051
3 S -0.386 -1.981 -1.704
4 O -1.377 -0.979 -4.738
5 O -2.380 -1.854 0.545
6 O 2.782 -5.465 -5.097
7 O -1.177 -0.084 1.214
8 O -1.847 -8.735 -1.291
9 O -2.080 6.562 3.131
10 O 1.207 3.486 7.200
11 O -3.856 3.826 1.526
12 O -2.172 2.396 1.164
13 N 2.637 3.396 8.959
14 N -1.366 -6.642 -2.019
15 N -0.644 6.462 4.887
16 N 1.235 -1.106 -3.568
17 N 3.126 -5.178 -7.318
18 N -3.318 0.136 -4.333
19 C 1.157 -1.891 -2.484
20 C -0.383 6.020 6.249
21 C 2.801 -5.906 -6.235
22 C -2.249 -6.033 -1.037
23 C 3.463 -2.453 -2.788
24 C -1.257 -7.988 -2.041
25 C -0.637 -5.793 -2.935
26 C -2.728 3.647 1.207
27 C -3.107 0.145 -2.892
28 C -0.936 2.266 3.305
29 C 2.360 -0.947 -4.290
30 C 3.667 4.127 8.238
31 C 3.508 -1.608 -3.895
32 C 3.480 -3.791 -7.098
33 C -0.098 -1.884 0.088
34 C 2.898 2.964 10.320
35 C -1.800 4.740 0.775
36 C 3.129 -5.725 -8.663
37 C -2.116 0.274 2.234
38 C -2.090 1.764 2.445
39 C -4.520 0.757 -4.868
40 C -1.808 6.221 4.272
41 C 2.289 -2.606 -2.082
42 C -2.412 -0.436 -5.123
43 C 1.474 3.144 8.340
44 C 0.389 7.187 4.168
45 C -1.345 -1.273 0.666
46 H 2.543 -6.950 -6.468
47 H -2.228 -4.951 -1.148
48 H 0.004 1.770 3.081
49 H -4.535 0.670 -5.951
50 H 2.424 -5.178 -9.292
51 H -2.177 0.663 -2.652
52 H -0.175 6.887 6.880
53 H 2.839 -6.772 -8.638
54 H -4.544 1.812 -4.596
55 H -1.336 -5.202 -3.531
56 H 0.022 8.172 3.877
57 H -1.932 -6.303 -0.029
58 H -5.404 0.264 -4.461
59 H -2.673 -0.389 -6.190
60 H -1.249 5.494 6.644
61 H -3.035 -0.877 -2.520
62 H 1.264 7.297 4.803
63 H 4.345 -3.739 -6.437
64 H 0.474 5.348 6.264
65 H -0.565 -8.354 -2.819
66 H 0.664 6.647 3.261
67 H -3.936 0.650 -2.405
68 H 3.102 3.827 10.955
69 H -2.524 5.666 4.901
70 H -2.060 5.675 1.242
71 H 2.325 -0.300 -5.149
72 H -1.186 2.187 4.357
73 H -0.790 3.325 3.111
74 H 2.217 -3.270 -1.240
75 H 3.714 -3.302 -8.040
76 H -0.794 4.424 1.017
77 H 2.033 2.435 10.715
78 H 4.337 -3.000 -2.472
79 H 0.010 -5.115 -2.369
80 H 0.760 2.587 8.968
81 H -3.016 1.989 2.974
82 H 0.377 -0.638 -3.881
83 H 3.947 3.585 7.335
84 H 4.127 -5.646 -9.097
85 H 2.647 -3.275 -6.616
86 H 4.540 4.248 8.874
87 H -0.619 4.939 -1.346
88 H 3.294 5.108 7.945
89 H -0.022 -6.394 -3.602
90 H -3.269 -6.392 -1.176
91 H -1.889 -0.219 3.177
92 H 3.760 2.296 10.343
93 H -3.130 -0.005 1.973
94 H 0.822 -1.372 0.347
95 H -0.057 -2.896 0.475

charge: +1
spin multiplicity: 1
Kohn-Sham gap: 6.84 eV
LUMO level: -3.8 eV

Mulliken population analysis, charges in e, atoms 1 to 6:
1 Cl -0.141
2 S -0.245
3 S 0.184
4 O -0.692
5 O -0.568
6 O -0.577

=====

6.
This record from OMol25 describes C16H12AsClNO7RuS4 as an isolated structure. The level of theory is ωB97M-V/def2-TZVPD.

Positions of all 43 atoms, in Å:
1 Ru -0.152 -1.140 -0.378
2 As 2.377 -0.758 -2.310
3 Cl 4.044 -6.114 -2.744
4 S 2.258 -1.100 -0.180
5 S 3.955 -1.460 -3.503
6 S 2.703 1.490 -2.448
7 S 0.288 -1.042 -2.748
8 O -0.227 -1.842 1.687
9 O -3.999 -0.377 0.782
10 O 2.319 2.732 0.204
11 O 0.524 -5.374 1.908
12 O 1.281 1.799 -1.573
13 O -2.319 -1.236 -0.441
14 O -0.191 -3.354 0.077
15 N -0.649 0.842 0.137
16 C 3.141 -3.977 1.910
17 C 0.071 1.934 0.426
18 C 3.424 -5.039 -0.336
19 C 1.785 -6.512 -1.300
20 C -0.313 2.923 1.310
21 C 2.634 -4.850 0.797
22 C 1.374 2.177 -0.290
23 C 3.008 -5.866 -1.358
24 C -1.577 2.823 1.944
25 C -2.381 1.773 1.623
26 C -0.126 -3.035 1.282
27 C -2.706 -0.312 0.316
28 C 0.106 -4.087 2.355
29 C 1.390 -5.474 0.838
30 C 0.979 -6.301 -0.199
31 C -1.927 0.788 0.706
32 H 4.373 -4.526 -0.416
33 H -0.007 -6.742 -0.138
34 H 1.461 -7.140 -2.118
35 H 2.826 -4.355 2.883
36 H -4.305 -1.231 0.453
37 H -1.898 3.572 2.658
38 H -0.838 -4.254 2.875
39 H -3.361 1.648 2.063
40 H 0.810 -3.663 3.072
41 H 0.362 3.749 1.480
42 H 4.231 -3.944 1.891
43 H 2.780 -2.952 1.791

charge: -2
spin multiplicity: 2
Kohn-Sham gap (alpha / beta): 4.97 / 5.69 eV
LUMO level (alpha / beta): 4.6 / 4.6 eV
relative energy (zero: lowest compared OMol25 entry of this formula, charge and spin): 1.913 eV

Mulliken population analysis, charges in e, atoms 1 to 6:
1 Ru 0.656
2 As 0.480
3 Cl -0.276
4 S -0.491
5 S -0.572
6 S -0.198

=====

7.
This record from OMol25 describes C5H8O2 as an isolated structure. The level of theory is ωB97M-V/def2-TZVPD.

Positions of all 15 atoms, in Å:
1 O 1.706 -1.095 0.931
2 O -1.280 0.585 -1.151
3 C 1.449 0.179 0.527
4 C -1.717 -0.533 0.508
5 C 2.008 0.819 -0.499
6 C -1.683 0.942 0.131
7 C -1.191 -0.701 -0.864
8 H -0.428 -1.313 -1.335
9 H 0.671 0.638 1.131
10 H -2.754 -0.861 0.643
11 H 2.383 -1.472 0.352
12 H 2.770 0.369 -1.130
13 H -1.083 -0.931 1.306
14 H 1.678 1.823 -0.734
15 H -2.554 1.600 0.132

charge: 0
spin multiplicity: 1
Kohn-Sham gap (alpha / beta): 8.77 / 8.05 eV
LUMO level (alpha / beta): 0.8 / 0.5 eV
relative energy (zero: lowest compared OMol25 entry of this formula, charge and spin): 5.486 eV

Mulliken population analysis, charges in e, atoms 1 to 6:
1 O -0.472
2 O -0.212
3 C 0.023
4 C -0.311
5 C -0.807
6 C -0.339

=====

8.
This record from OMol25 describes a 6-piece molecular cluster, C24H50BCl10N4O4P overall. The level of theory is ωB97M-V/def2-TZVPD.

Positions of all 94 atoms, in Å:
1 Cl -0.896 2.978 -1.760
2 Cl -5.190 -3.782 -0.688
3 Cl -2.408 2.024 -4.668
4 Cl -2.368 4.074 1.445
5 Cl 0.235 -6.463 -4.281
6 Cl 1.372 -5.511 -1.205
7 Cl -5.187 5.259 -0.073
8 Cl -6.448 -3.506 -3.847
9 Cl -3.760 9.605 0.089
10 Cl -0.937 8.431 1.611
11 P 1.026 -1.610 3.343
12 O -1.737 -3.238 1.047
13 O 6.113 -4.648 2.674
14 O 0.149 -1.701 -1.988
15 O -0.543 -2.187 3.772
16 N 6.336 -2.273 2.717
17 N -2.675 -1.153 0.047
18 N 2.182 -2.118 -0.680
19 N 1.031 0.134 3.626
20 C -0.321 1.749 -2.916
21 C -0.657 2.109 -4.348
22 C 4.817 -1.201 -0.223
23 C 5.553 -3.530 2.701
24 C 3.945 -3.360 2.770
25 C 3.760 2.980 1.205
26 C -2.470 5.396 0.255
27 C -6.372 -4.862 -1.469
28 C -0.739 -5.851 -2.921
29 C -2.432 0.323 0.037
30 C 2.583 -2.134 0.789
31 C -3.747 6.198 0.400
32 C -6.115 -5.011 -2.955
33 C 0.004 -4.809 -2.109
34 C 0.760 -1.743 -0.898
35 C 3.627 -0.920 0.851
36 C 3.078 1.588 1.697
37 C 0.032 -1.332 0.495
38 C -1.042 9.750 0.419
39 C -2.322 10.547 0.561
40 C 1.141 -2.000 1.482
41 C 3.024 0.517 0.477
42 C 3.248 -3.497 1.330
43 C -3.022 -1.518 -1.363
44 B -1.480 -1.912 0.541
45 H 4.482 -0.787 -1.242
46 H -7.371 -4.470 -1.272
47 H -1.594 0.521 -0.722
48 H -0.181 10.399 0.590
49 H -0.468 -2.879 4.459
50 H 2.138 -3.150 -0.852
51 H 1.974 0.504 0.048
52 H 5.718 -1.554 3.141
53 H -2.289 11.420 -0.093
54 H 4.159 -0.803 1.856
55 H -0.669 -4.367 -1.371
56 H 4.056 -3.907 0.623
57 H -2.706 -3.403 0.952
58 H -1.607 6.041 0.425
59 H 2.009 0.346 3.902
60 H 3.780 3.068 0.068
61 H 7.109 -2.380 3.396
62 H 0.138 -0.227 0.804
63 H 0.481 0.275 4.493
64 H 3.680 1.214 2.588
65 H 3.769 -2.361 3.284
66 H -0.316 3.114 -4.600
67 H -5.083 -5.303 -3.156
68 H 2.019 1.889 2.022
69 H 0.390 -4.009 -2.740
70 H -3.890 6.544 1.424
71 H -3.370 0.905 -0.225
72 H -0.176 1.405 -5.029
73 H -2.525 -2.468 -1.743
74 H -2.467 10.894 1.585
75 H 4.828 3.104 1.580
76 H -6.285 -5.834 -0.979
77 H 0.762 1.684 -2.795
78 H -1.641 -5.410 -3.350
79 H 5.013 -2.307 -0.388
80 H 5.811 -0.740 0.117
81 H 2.486 -4.352 1.425
82 H 0.766 -3.094 1.484
83 H 3.563 -4.166 3.471
84 H -4.155 -1.646 -1.467
85 H -6.773 -5.777 -3.369
86 H 3.169 3.893 1.580
87 H -0.752 0.787 -2.632
88 H -1.996 0.654 1.050
89 H -0.948 9.315 -0.577
90 H 3.690 0.980 -0.340
91 H -1.035 -6.703 -2.306
92 H -2.747 -0.689 -2.112
93 H -3.712 7.072 -0.253
94 H -2.380 4.963 -0.742

charge: 0
spin multiplicity: 1
Kohn-Sham gap: 8.40 eV
LUMO level: 0.4 eV
SMILES string: CCC[C@H](C)[C@]1(CCC(N)=O)NC(=O)[C@@H](B(O)N(C)C)[C@@H]1P(N)O.ClCCCl.ClCCCl.ClCCCl.ClCCCl.ClCCCl

Mulliken population analysis, charges in e, atoms 1 to 6:
1 Cl -0.097
2 Cl -0.098
3 Cl -0.197
4 Cl -0.193
5 Cl -0.198
6 Cl -0.197